Record 1
C35H71N8O3P2 | wB97M-V/def2-TZVPD

The geometry in XYZ format:
```
119
C35H71N8O3P2 | the OMol25 dataset | wB97M-V/def2-TZVPD
C -1.22459 3.51915 -9.08711
C -1.11133 3.02477 -7.55849
C -2.46329 2.28616 -7.02529
C -1.98402 0.89683 -6.37970
N -2.92970 0.32762 -5.36677
C -2.67596 -1.08536 -5.09552
C -1.71445 -1.44650 -3.90319
P -0.93709 -0.12493 -2.80080
N -1.89470 1.16283 -2.58601
C -1.50682 -2.98357 -3.76733
C -0.51196 -3.52279 -2.62783
C 0.97624 -3.44867 -3.24689
C 2.13232 -3.08204 -2.19949
C 1.81401 -1.84489 -1.24187
C 3.41692 -2.63135 -3.09578
C -2.23205 -3.98452 -4.69881
C -2.03811 -5.58037 -4.58339
C -0.69095 -5.90356 -5.42956
O 0.04434 -6.88189 -5.19611
N -0.37134 -4.94946 -6.50300
C 1.09413 -4.84314 -6.75814
C -1.00313 -5.34332 -7.79778
N -3.06211 -3.50080 -5.71502
N -3.18928 -2.18952 -5.83091
P -4.24511 -1.69555 -7.22295
N -5.64199 -1.22475 -6.61418
H -2.30700 3.79743 -9.29441
H -0.87542 2.64135 -9.74189
H -0.48509 4.37420 -9.21946
H -0.26927 2.23375 -7.54301
H -0.76043 3.84700 -6.83700
H -2.99829 2.92510 -6.25053
H -3.09018 2.04914 -7.94571
H -1.70030 0.09541 -7.14466
H -1.00727 1.13528 -5.80940
H -3.91906 0.50850 -5.58157
H 0.21986 0.37335 -3.51518
H -0.62022 -0.63981 -1.50240
H -2.07873 1.30445 -1.58359
H -0.70055 -4.63264 -2.38411
H -0.67207 -2.89836 -1.69238
H 1.18311 -4.43052 -3.81174
H 0.94548 -2.62175 -4.05309
H 2.43485 -4.03788 -1.63594
H 2.73243 -1.72240 -0.55454
H 1.64679 -0.87210 -1.80734
H 0.93579 -2.04533 -0.52421
H 4.19932 -2.24895 -2.35406
H 3.09145 -1.74973 -3.76587
H 3.83745 -3.49669 -3.70394
H -1.83855 -5.92414 -3.51938
H -2.93792 -6.15876 -4.96877
H 1.52730 -5.78244 -7.24321
H 1.22904 -3.98949 -7.52292
H 1.70238 -4.54419 -5.84600
H -0.82189 -4.48802 -8.54394
H -2.13370 -5.50969 -7.72081
H -0.47542 -6.26698 -8.23954
H -3.56359 -0.68372 -7.99746
H -4.48909 -2.85101 -8.06161
H -5.81714 -0.25330 -6.90980
C 5.30804 1.35459 4.38908
C 4.02712 1.10717 3.54200
C 2.76117 1.50455 4.33902
C 2.29936 0.48073 5.36864
C 2.23070 -0.91625 4.76516
C 3.55719 -1.32798 4.09849
N 4.02209 -0.32023 3.09775
O 3.21841 -0.41694 2.00970
C 4.62361 -1.54023 5.20116
C 3.39974 -2.73540 3.47416
C 4.14775 2.11469 2.36285
H 6.05775 0.57410 4.22330
H 5.80839 2.28780 4.11472
H 5.09960 1.41151 5.45721
H 1.92907 1.66668 3.64180
H 2.92376 2.46429 4.84055
H 2.96415 0.49114 6.24009
H 1.31107 0.76287 5.74201
H 1.95866 -1.63464 5.54501
H 1.41301 -0.94483 4.03212
H 5.59155 -1.80802 4.76821
H 4.32817 -2.35457 5.86887
H 4.77080 -0.67457 5.84391
H 2.59752 -2.78224 2.73339
H 3.15592 -3.47443 4.24212
H 4.32894 -3.05512 2.99308
H 5.00599 1.87905 1.72828
H 4.27947 3.13034 2.74400
H 3.24967 2.13374 1.74221
C -3.59312 3.12736 8.09146
C -2.06380 2.94538 7.87267
C -1.28450 4.15903 8.43399
C -1.28324 5.39423 7.54080
C -0.91270 5.03678 6.10677
C -1.80267 3.91516 5.53820
N -1.81906 2.70754 6.41746
O -0.61939 2.08847 6.29096
C -3.23498 4.46928 5.33855
C -1.34265 3.57856 4.09933
C -1.69239 1.72508 8.76309
H -4.16988 2.74340 7.24374
H -3.95461 2.56323 8.95601
H -3.87224 4.16798 8.25568
H -0.23807 3.87300 8.59985
H -1.68069 4.43211 9.41748
H -2.26065 5.88882 7.57403
H -0.56533 6.12248 7.92965
H -0.98366 5.93179 5.48044
H 0.14277 4.73371 6.07931
H -3.90873 3.69521 4.96053
H -3.23272 5.28465 4.60944
H -3.67571 4.88664 6.24180
H -0.29703 3.26407 4.05213
H -1.43283 4.45333 3.44948
H -1.95891 2.78367 3.66869
H -2.18078 0.81408 8.40799
H -2.01009 1.89755 9.79434
H -0.61503 1.55221 8.79862
```

As for the expectation value of S²: 2.009. As for the multiplicity: 3. The calculation puts the total energy at -2721.983435 Ha. The net charge is +1. The value obtained for the LUMO energy (alpha / beta) is -4.5 / -4.5 eV.


Record 2
C34H37AsIrN11 | wB97M-V/def2-TZVPD

The geometry in XYZ format:
```
84
C34H37AsIrN11 | the OMol25 dataset | wB97M-V/def2-TZVPD
Ir -1.35763 2.10312 -0.65370
N -2.56007 3.94998 2.16686
C -1.21174 3.63257 2.22867
N -0.44376 3.99242 3.24820
N 0.77281 3.51988 2.91958
N 0.72834 2.91898 1.78297
N -0.53063 2.96718 1.30033
C -3.49212 3.24398 1.43254
N -4.77642 3.20011 1.75711
N -5.33666 2.45697 0.78206
N -4.45284 2.08024 -0.06833
N -3.24659 2.57030 0.30540
H -2.92482 4.32237 3.02826
C -1.56485 3.96445 -4.31836
C -0.07869 3.97926 -4.13186
C 0.77113 4.51876 -5.07811
C 2.15044 4.52085 -4.89518
C 2.68085 3.95457 -3.73905
C 1.87389 3.38772 -2.76992
C 2.44074 2.75223 -1.54323
C 0.45570 3.39892 -2.94242
N -0.36010 2.88844 -2.02742
H -1.84901 4.46856 -5.24437
H -2.06153 4.44903 -3.47534
H -1.94442 2.94050 -4.34075
H 0.34611 4.95012 -5.98098
H 2.80330 4.95355 -5.64439
H 3.75740 3.94533 -3.59125
H 3.53260 2.79107 -1.55028
H 2.12376 1.70911 -1.47649
H 2.07360 3.21865 -0.62736
C 2.15269 -6.39661 -0.69792
C 1.80726 -4.96044 -0.41246
C 2.67385 -3.93146 -0.74705
C 2.36151 -2.60094 -0.48505
C 3.34144 -1.54812 -0.93565
C 1.14611 -2.27400 0.13483
As 0.80275 -0.33728 0.55076
N -0.78086 -0.01552 -0.31499
C -1.12502 -0.56818 -1.52820
C -2.49720 -0.56995 -1.87291
C -2.93311 -1.03927 -3.09609
C -2.03489 -1.54780 -4.02883
C -0.68321 -1.55540 -3.70891
C -0.23234 -1.07382 -2.49450
C 0.24202 -0.70902 2.43981
C 1.29407 -1.11267 3.27751
C 2.71841 -1.21131 2.80067
C 1.06006 -1.41294 4.61676
C -0.19817 -1.29465 5.17761
C -0.44529 -1.59070 6.63201
C -1.21914 -0.84129 4.35988
C -1.02867 -0.53755 3.01430
C -2.23636 -0.04388 2.27096
C 0.25402 -3.30438 0.44793
C -1.09258 -3.04349 1.06326
C 0.59985 -4.62515 0.17770
H 3.12741 -6.47614 -1.17967
H 1.41231 -6.85431 -1.35698
H 2.18133 -6.98631 0.22089
H 3.61662 -4.16624 -1.23172
H 4.24991 -2.01699 -1.31737
H 3.61245 -0.86387 -0.13233
H 2.91989 -0.93224 -1.73251
H -3.21040 -0.18566 -1.15103
H -3.99347 -1.00580 -3.32273
H -2.37844 -1.91659 -4.98758
H 0.04177 -1.92369 -4.42748
H 0.82961 -1.04740 -2.30078
H 2.98919 -0.34164 2.19876
H 2.88189 -2.10316 2.19274
H 3.39428 -1.25050 3.65636
H 1.89631 -1.72161 5.23728
H 0.44211 -2.01773 7.10048
H -1.26911 -2.29653 6.75842
H -0.70797 -0.68067 7.17583
H -2.20919 -0.69611 4.78094
H -2.97229 0.34420 2.97712
H -2.70980 -0.84297 1.69543
H -1.98484 0.73781 1.56697
H -1.43247 -2.03257 0.85668
H -1.05671 -3.17558 2.14789
H -1.82700 -3.74036 0.65570
H -0.10941 -5.41075 0.42404
```

As for the expectation value of S²: 6.043. As for the multiplicity: 5. The calculation puts the energy above the lowest of the compared OMol25 structures with the same formula, charge and spin at 0.202 eV. The calculation puts the total energy at -4260.181345 Ha. The net charge is -2. The value obtained for the LUMO energy (alpha / beta) is 4.1 / 4.1 eV.


Record 3
C16H48N2O7 | wB97M-V/def2-TZVPD

The geometry in XYZ format:
```
73
C16H48N2O7 | the OMol25 dataset | wB97M-V/def2-TZVPD
C 1.64426 -5.04644 3.96209
O 0.91270 -3.85783 4.28749
C -0.03190 -3.41772 3.38014
C -0.77819 -2.14399 3.87569
C -1.56577 -2.35793 5.18215
N -1.59170 -1.62417 2.82067
H 2.33486 -4.79870 3.15599
H 0.96281 -5.85543 3.69894
H 2.25262 -5.44333 4.77479
H 0.48536 -3.16667 2.45411
H -0.71266 -4.21280 3.07600
H 0.01511 -1.39951 3.94278
H -2.30497 -3.15664 5.12093
H -2.03772 -1.42874 5.50147
H -0.82387 -2.63998 5.92923
H -1.05437 -1.54078 1.96954
H -2.38683 -2.22203 2.64617
C 4.14609 -1.52471 -2.46409
O 3.88977 -1.58494 -1.06057
C 5.10960 -1.33829 -0.38277
C 4.98073 -1.05512 1.10887
C 4.22175 0.24969 1.47186
N 6.24764 -1.01971 1.84072
H 4.71936 -2.38233 -2.81617
H 4.64504 -0.56851 -2.62165
H 3.17870 -1.55724 -2.96531
H 5.75335 -2.19872 -0.56535
H 5.71311 -0.54327 -0.82073
H 4.37611 -1.86540 1.51627
H 4.76209 1.18081 1.30107
H 4.03057 0.18498 2.54301
H 3.26543 0.30320 0.95159
H 6.80218 -0.30472 1.39201
H 6.12744 -0.56699 2.73553
C -5.53929 1.74587 -0.31290
C -6.68418 2.63396 -0.66795
O -7.92861 2.02748 -0.75697
H -5.67650 1.21688 0.63021
H -4.63093 2.31943 -0.12847
H -5.43070 1.00606 -1.10598
H -6.42946 3.12589 -1.60668
H -6.71181 3.43808 0.06739
H -8.62396 2.68569 -0.82663
C 2.27748 5.56378 1.07348
C 1.13448 4.68682 1.54043
O 0.16135 5.38338 2.37835
H 2.85156 5.98298 1.89980
H 1.94899 6.41753 0.48075
H 2.97033 4.96944 0.47782
H 1.50094 3.81753 2.08645
H 0.57683 4.32285 0.67750
H -0.41673 4.67462 2.67004
C -3.87522 -2.02806 -4.22383
C -3.85378 -3.12208 -3.18239
O -5.11933 -3.79867 -3.28714
H -4.09742 -2.39145 -5.22716
H -2.89614 -1.55229 -4.16772
H -4.68142 -1.32715 -4.00728
H -3.85525 -2.54499 -2.25769
H -3.03912 -3.82655 -3.35014
H -5.82725 -3.16309 -3.15871
C -0.03784 0.87319 -1.86794
O 0.04335 -0.35464 -1.14173
H -0.72842 1.61407 -1.46508
H 0.90106 1.42333 -1.93040
H -0.27350 0.63579 -2.90534
H 0.89234 -0.77080 -1.30796
C 0.79526 3.61572 -5.49945
O 0.69189 4.63649 -4.46614
H 1.48227 2.80348 -5.26205
H -0.10869 3.07790 -5.78534
H 1.12091 4.04560 -6.44669
H -0.17194 5.03979 -4.57900
```

As for the multiplicity: 1. The calculation puts the energy above the lowest of the compared OMol25 structures with the same formula, charge and spin at 2.567 eV. The calculation puts the total energy at -1274.419388 Ha. The SMILES is COC[C@H](C)N.COC[C@H](C)N.CCO.CCO.CCO.CO.CO. The value obtained for the LUMO energy is 0.3 eV.


Record 4
C18H24NO | wB97M-V/def2-TZVPD

The geometry in XYZ format:
```
44
C18H24NO | the OMol25 dataset | wB97M-V/def2-TZVPD
C -4.07494 -4.12812 2.47064
C -3.62013 -3.31383 1.36619
C -4.40326 -2.60886 0.30696
C -3.88705 -1.87623 -0.72838
C -2.62254 -1.52913 -0.89028
C -2.09526 -0.59144 -1.77040
C -1.78594 -1.92584 0.36468
O -0.41942 -1.39040 0.46513
C 0.50692 -1.76150 1.31415
C 1.76557 -0.84458 1.18987
C 1.48182 0.61092 1.10584
N 0.66274 1.07336 0.10676
C 1.36072 1.24643 -1.12162
C 2.35512 2.33324 -1.25671
C 1.84909 3.77503 -0.95608
C 2.66367 4.72339 -0.91817
C 3.99448 4.67475 -0.89076
C 4.70752 3.05448 -1.16451
C 3.62615 2.10275 -1.15379
C -2.25083 -2.89438 1.45934
H -3.93662 -4.96119 2.21834
H -5.00249 -3.80661 2.63810
H -3.45086 -3.98803 3.20809
H -5.26788 -3.25520 0.17175
H -4.41412 -1.72509 -1.56777
H -2.55082 -0.64347 -2.46420
H -1.84011 0.42216 -1.41146
H -1.12819 -0.88571 -2.25759
H 0.65615 -2.77770 1.47661
H 0.17643 -1.30209 2.51886
H 2.55686 -1.40411 1.78279
H 2.07422 -1.15080 0.36802
H 2.56791 1.08886 0.99436
H 1.28092 0.74370 2.30773
H -0.00741 0.04737 0.07785
H 0.19999 1.91564 0.24630
H 1.94897 0.22016 -1.60416
H 0.56507 1.31664 -1.92326
H 0.77438 3.70977 -1.08543
H 2.12538 5.76528 -0.95448
H 4.63647 5.53744 -0.94556
H 5.66326 3.01101 -1.02234
H 3.96595 1.24952 -1.37407
H -1.72694 -2.96310 2.27431
```

As for the multiplicity: 1. The calculation puts the energy above the lowest of the compared OMol25 structures with the same formula, charge and spin at 16.557 eV. The calculation puts the total energy at -829.465311 Ha. The net charge is +1. The SMILES is Cc1ccc(C)c(OCCC[NH2+]Cc2ccccc2)c1. The value obtained for the LUMO energy is -3.1 eV.


Record 5
C30H39N6RbS5 | wB97M-V/def2-TZVPD

The geometry in XYZ format:
```
81
C30H39N6RbS5 | the OMol25 dataset | wB97M-V/def2-TZVPD
Rb 0.14649 0.49265 -0.56755
S 0.05921 3.68779 2.91787
C -0.01022 2.80993 4.40461
C 0.17406 3.47686 5.64848
C 0.11666 2.83501 6.86860
C -0.15371 1.46667 6.94611
C -0.36247 0.78280 5.76143
C -0.27630 1.41750 4.52076
S -0.58382 0.44578 3.07011
C 0.72058 -0.80124 3.10336
C 2.11691 -0.30626 2.81239
C 3.18295 -0.82294 3.53678
C 4.46385 -0.39693 3.22301
C 4.62859 0.52566 2.21119
C 3.50271 0.99110 1.53352
C 3.68342 2.10687 0.53170
S 2.56404 2.22816 -0.88931
C 3.40331 1.40641 -2.22885
C 3.64739 2.20715 -3.35045
C 4.20978 1.69080 -4.50368
C 4.54977 0.34054 -4.52440
C 4.31033 -0.45948 -3.42392
C 3.70878 0.02242 -2.23781
S 3.39810 -1.06497 -0.91165
N 2.27536 0.58395 1.83533
H 0.36827 4.54169 5.60185
H 0.26847 3.40628 7.77953
H -0.20691 0.95570 7.90006
H -0.59445 -0.27740 5.78498
H 0.40170 -1.51353 2.33412
H 0.70285 -1.31145 4.06697
H 3.00654 -1.53947 4.33022
H 5.32135 -0.78340 3.76315
H 5.61248 0.87547 1.92550
H 4.70452 2.11756 0.15523
H 3.50391 3.04052 1.07239
H 3.36679 3.25311 -3.30245
H 4.37060 2.32216 -5.36856
H 4.99277 -0.09265 -5.41533
H 4.56082 -1.51276 -3.45153
C -3.79323 -1.51750 0.42442
C -3.68681 -0.09199 0.98448
N -2.66574 0.73129 0.33269
C -3.13001 1.68266 -0.67238
C -3.68058 1.02022 -1.93616
N -2.86320 -0.10778 -2.34480
C -3.19346 -0.60505 -3.67383
C -2.63388 -2.00486 -3.91143
C -1.11142 -2.11743 -3.78156
N -0.65214 -2.08505 -2.39362
C -0.85948 -3.31918 -1.65220
C -0.53873 -3.10138 -0.17635
N -1.35010 -2.06722 0.45760
C -2.69018 -2.46095 0.90134
H -3.76712 -1.46406 -0.66668
H -4.75648 -1.94025 0.73353
H -3.42800 -0.15678 2.04481
H -4.67037 0.39512 0.91910
H -2.14668 1.23127 1.04527
H -2.27410 2.30732 -0.95249
H -3.90618 2.35496 -0.27900
H -3.75350 1.79861 -2.71093
H -4.70094 0.65383 -1.75453
H -1.89640 0.20104 -2.38313
H -2.82923 0.06809 -4.46469
H -4.28507 -0.64191 -3.76411
H -2.90942 -2.31123 -4.92600
H -3.11429 -2.70654 -3.22259
H -0.64885 -1.27967 -4.30952
H -0.78236 -3.04236 -4.28082
H 0.33065 -1.83726 -2.36814
H -0.25269 -4.15198 -2.04147
H -1.90900 -3.61091 -1.74861
H 0.51906 -2.82460 -0.09470
H -0.67194 -4.03732 0.37059
H -1.44589 -1.29700 -0.18877
H -2.70809 -2.49491 1.99934
H -2.92167 -3.47626 0.55219
S -1.04057 2.00200 -5.93226
C -0.64502 1.69505 -4.35883
N -0.39236 1.46192 -3.23952
```

As for the multiplicity: 1. The calculation puts the total energy at -3510.255069 Ha. The net charge is -2. The value obtained for the LUMO energy is 3.6 eV.


Record 6
S2 | wB97M-V/def2-TZVPD

The geometry in XYZ format:
```
2
S2 | the OMol25 dataset | wB97M-V/def2-TZVPD
S -0.38192 0.70890 0.44536
S 0.38192 -0.70890 -0.44536
```

As for the multiplicity: 1. The calculation puts the energy above the lowest of the compared OMol25 structures with the same formula, charge and spin at 0.033 eV. The calculation puts the total energy at -796.319747 Ha. The value obtained for the LUMO energy is -2.4 eV.


> What is the formula in the fifth record?

C30H39N6RbS5